*A*
Molecular formula: C3H9NO2S
Method: DFT, ωB97M-V/def2-TZVPD

Bonds (Å) are listed after each position.
Positions of all 16 atoms, in Å:
1 C -0.4283 -0.5318 0.3959  O2 1.435, C3 1.547, H7 1.100, H8 1.111
2 O -1.3976 0.3284 1.0124  C1 1.435, H14 0.982
3 C 0.7185 0.3921 -0.0781  C1 1.547, C4 1.547, N6 1.470, H9 1.116
4 C 1.8224 -0.1922 -0.9906  C3 1.547, S5 1.826, H10 1.100, H11 1.102
5 S 2.9254 -1.4532 -0.2640  C4 1.826
6 N 1.1814 1.3187 0.9651  C3 1.470, H12 1.017, H13 1.020
7 H -0.9787 -0.9932 -0.4375  C1 1.100
8 H 0.0812 -1.2200 1.1044  C1 1.111
9 H 0.2252 1.0980 -0.7883  C3 1.116
10 H 1.1941 -0.7057 -1.7327  C4 1.100
11 H 2.3423 0.7221 -1.3202  C4 1.102
12 H 2.1750 1.2103 1.1547  N6 1.017
13 H 0.6382 0.9873 1.7624  N6 1.020
14 H -2.2454 -0.0834 0.7365  O2 0.982
15 H -4.2014 -0.8357 -1.0264  O16 0.968
16 O -4.0522 -0.0416 -0.4935  H15 0.968

Computed properties:
HOMO level ... -0.110 eV
Total charge ... -2

---

*B*
Molecular formula: C3H9NO2S
Method: DFT, ωB97M-V/def2-TZVPD

Bonds (Å) are listed after each position.
Positions of all 16 atoms, in Å:
1 C 0.3946 1.0419 -0.9523  C2 1.502, N4 1.409, H7 1.064, H8 1.132
2 C 1.8250 1.4949 -0.8875  C1 1.502, S3 1.833, H9 1.082, H10 1.116
3 S 2.5516 2.7683 -1.9873  C2 1.833
4 N -0.1821 0.6051 0.2570  C1 1.409, C5 1.616, H11 1.053
5 C -1.0552 -0.7389 0.0510  N4 1.616, O6 1.330, H12 1.091, H13 1.070
6 O -2.2200 -0.9099 0.6693  C5 1.330
7 H 0.4295 0.2679 -1.6808  C1 1.064
8 H -0.1690 1.8714 -1.4774  C1 1.132
9 H 1.7357 1.9197 0.1037  C2 1.082
10 H 2.4555 0.5759 -0.9481  C2 1.116
11 H 0.3878 0.4080 1.1204  N4 1.053
12 H -1.1018 -0.7222 -1.0385  C5 1.091
13 H -0.3164 -1.4879 0.2464  C5 1.070
14 H -2.1337 -2.0618 1.6590  O16 1.082
15 H -0.8925 -2.2487 2.5214  O16 0.992
16 O -1.7089 -2.7836 2.3437  H14 1.082, H15 0.992

Computed properties:
HOMO level ... 0.155 eV
Total charge ... -2

---

*C*
Molecular formula: C3H9NO2S
Method: DFT, ωB97M-V/def2-TZVPD

Bonds (Å) are listed after each position.
Positions of all 16 atoms, in Å:
1 C 0.0297 1.1342 -0.7298  C2 1.523, N4 1.561, H7 1.120, H8 1.103
2 C 0.0338 1.4103 -2.2276  C1 1.523, S3 1.847, H9 1.081, H10 1.086
3 S -0.1286 3.2411 -2.4088  C2 1.847
4 N -0.0383 -0.3944 -0.4190  C1 1.561, C5 1.622, H11 1.023
5 C -0.8783 -1.0302 0.8146  N4 1.622, O6 1.412, H12 1.162, H13 1.150
6 O -0.2696 -1.8108 1.8222  C5 1.412
7 H 0.8705 1.8278 -0.4741  C1 1.120
8 H -0.8755 1.5704 -0.2737  C1 1.103
9 H -0.8434 0.8418 -2.5019  C2 1.081
10 H 0.9627 1.0613 -2.6679  C2 1.086
11 H -0.3432 -0.6686 -1.3563  N4 1.023
12 H -1.7575 -1.6481 0.3725  C5 1.162
13 H -1.3382 -0.0848 1.2805  C5 1.150
14 H 0.8611 -1.4614 3.0406  O16 0.938
15 H 2.0406 -2.1427 2.4230  O16 1.001
16 O 1.6742 -1.8459 3.3056  H14 0.938, H15 1.001

Computed properties:
HOMO level ... 0.040 eV
Total charge ... -2

---

Most stable structure: *A*

---

*A*
Molecular formula: C4H6ClNOS
Method: DFT, ωB97M-V/def2-TZVPD

Bonds (Å) are listed after each position.
Positions of all 14 atoms, in Å:
1 C -0.0302 0.9384 0.6610  C2 1.524, C4 1.536, H5 1.076, Cl14 1.805
2 C -1.0688 0.4807 -0.3558  C1 1.524, C3 1.529, H6 1.098, H7 1.090
3 C -0.4838 -0.4517 -1.4171  C2 1.529, H8 1.120, H9 1.080, S13 1.802
4 C 0.8729 -0.1394 1.2779  C1 1.536, N11 1.359, O12 1.213
5 H -0.4929 1.4604 1.4798  C1 1.076
6 H -1.5284 1.3781 -0.7914  C2 1.098
7 H -1.8555 -0.0559 0.1753  C2 1.090
8 H 0.3595 0.0514 -1.9566  C3 1.120
9 H -1.2358 -0.7164 -2.1452  C3 1.080
10 H 1.7650 -1.9058 0.9608  N11 1.020
11 N 1.1159 -1.2476 0.5297  C4 1.359, H10 1.020, S13 1.738
12 O 1.4339 0.0510 2.3360  C4 1.213
13 S 0.0719 -1.9837 -0.6489  C3 1.802, N11 1.738
14 Cl 1.0763 2.1405 -0.1054  C1 1.805

Computed properties:
HOMO level ... -8.796 eV
Total charge ... 0

---

*B*
Molecular formula: C4H6ClNOS
Method: DFT, ωB97M-V/def2-TZVPD

Bonds (Å) are listed after each position.
Positions of all 14 atoms, in Å:
1 C -0.4543 -2.5124 0.9138  C2 1.193, H9 1.039
2 C -1.4025 -1.7891 0.8811  C1 1.193, Cl8 1.654
3 C -0.7274 1.2951 0.1124  N5 1.342, O6 1.202, H10 1.222
4 C 1.6255 0.4984 0.0179  N5 1.480, H11 1.111, H12 1.105, H13 1.176
5 N 0.3883 1.0402 -0.5877  C3 1.342, C4 1.480, S7 1.826
6 O -1.8333 1.4449 -0.3331  C3 1.202
7 S 0.3124 0.5443 -2.3434  N5 1.826, H14 1.335
8 Cl -2.9108 -1.1115 0.9296  C2 1.654
9 H 0.3722 -3.0419 1.2556  C1 1.039
10 H -0.3332 1.3153 1.2692  C3 1.222
11 H 1.3832 -0.2195 0.8302  C4 1.111
12 H 2.1252 -0.0823 -0.7786  C4 1.105
13 H 2.2622 1.3954 0.4346  C4 1.176
14 H -0.8077 1.2233 -2.6016  S7 1.335

Computed properties:
HOMO level ... -8.964 eV
Total charge ... 0

---

Most stable structure: *A*

---

*A*
Molecular formula: C4H7FO
Method: DFT, ωB97M-V/def2-TZVPD

Bonds (Å) are listed after each position.
Positions of all 13 atoms, in Å:
1 C 0.5826 -1.4275 0.4453  C2 1.593, H5 0.995, H6 1.196, H7 1.086
2 C -0.0330 0.0304 0.2612  C1 1.593, C3 1.510, C4 1.382
3 C 0.3947 0.8672 -0.9203  C2 1.510, H8 1.067, H9 1.037, O12 1.486
4 C -0.8003 0.5480 1.2870  C2 1.382, H11 1.108, F13 1.279
5 H 0.4072 -1.8990 1.3043  C1 0.995
6 H 1.7263 -1.2091 0.1723  C1 1.196
7 H 0.2545 -1.8984 -0.4772  C1 1.086
8 H 0.0980 1.8877 -0.8236  C3 1.067
9 H 1.4143 0.7041 -0.8256  C3 1.037
10 H -1.3626 0.8399 -2.0017  O12 1.141
11 H -1.5283 1.3523 1.5106  C4 1.108
12 O -0.2905 0.4934 -2.1843  C3 1.486, H10 1.141
13 F -0.8628 -0.2890 2.2520  C4 1.279

Computed properties:
HOMO level ... -9.000 eV
Total charge ... 0

---

*B*
Molecular formula: C4H7FO
Method: DFT, ωB97M-V/def2-TZVPD

Bonds (Å) are listed after each position.
Positions of all 13 atoms, in Å:
1 C 1.1552 -0.2840 -0.8621  C2 1.588, H6 1.061, H7 1.148, O12 1.435
2 C 0.0852 -0.4355 0.3018  C1 1.588, C3 1.484, C4 1.543, H8 1.099
3 C -1.2498 0.2132 0.2934  C2 1.484, C4 1.519, H9 1.148, H10 1.154
4 C -0.2545 0.6336 1.3615  C2 1.543, C3 1.519, H11 1.134, F13 1.380
5 H -0.2389 -0.2938 -2.0833  O12 0.967
6 H 1.4430 0.7353 -0.8030  C1 1.061
7 H 2.0457 -0.9111 -0.5003  C1 1.148
8 H -0.0243 -1.5050 0.5311  C2 1.099
9 H -1.4669 1.0963 -0.4066  C3 1.148
10 H -2.0926 -0.5683 0.3963  C3 1.154
11 H -0.2897 0.2522 2.4288  C4 1.134
12 O 0.5703 -0.8219 -2.0575  C1 1.435, H5 0.967
13 F 0.3173 1.8891 1.4001  C4 1.380

Computed properties:
HOMO level ... -10.113 eV
Total charge ... 0

---

*C*
Molecular formula: C4H7FO
Method: DFT, ωB97M-V/def2-TZVPD

Bonds (Å) are listed after each position.
Positions of all 13 atoms, in Å:
1 C -1.3462 1.8015 -0.3978  C2 1.482, O5 1.197
2 C -0.5252 3.0261 -0.5531  C1 1.482, H7 1.088, H8 1.088, H9 1.095
3 C -0.3580 -2.3019 0.1795  C4 1.469, H10 1.099, H11 1.089, H12 1.088
4 C 0.8554 -1.4740 0.1443  C3 1.469, F6 1.344, H13 1.074
5 O -1.0294 0.6774 -0.1348  C1 1.197
6 F 1.3623 -1.1584 -1.0603  C4 1.344
7 H -0.6173 3.3581 -1.5853  C2 1.088
8 H -0.9243 3.8078 0.0890  C2 1.088
9 H 0.5291 2.8485 -0.3173  C2 1.095
10 H -1.2649 -1.6832 0.1187  C3 1.099
11 H -0.4007 -2.8617 1.1123  C3 1.089
12 H -0.3678 -2.9871 -0.6660  C3 1.088
13 H 1.1801 -0.8177 0.9295  C4 1.074

Computed properties:
HOMO level (alpha / beta) ... -8.080 / -7.318 eV
Total charge ... 0

---

Most stable structure: *B*

---

*A*
Molecular formula: C5H8O2S
Method: DFT, ωB97M-V/def2-TZVPD

Bonds (Å) are listed after each position.
Positions of all 16 atoms, in Å:
1 C -2.1300 -0.5171 0.6836  H6 1.072, H7 1.122, H8 1.072, O14 1.438
2 C -0.0378 -0.1207 -0.3256  C3 1.337, C5 1.499, O14 1.389
3 C 0.3705 1.1521 -0.3020  C2 1.337, C4 1.505, H9 1.089
4 C 1.7683 1.6902 -0.1509  C3 1.505, H10 1.111, H11 1.105, H12 1.088
5 C 0.7820 -1.3728 -0.2451  C2 1.499, O15 1.330, S16 1.626
6 H -3.1379 -0.7466 0.3980  C1 1.072
7 H -1.7282 -1.3620 1.3025  C1 1.122
8 H -2.1006 0.4058 1.2288  C1 1.072
9 H -0.4377 1.8671 -0.4498  C3 1.089
10 H 2.1344 1.5561 0.8897  C4 1.111
11 H 2.5085 1.1654 -0.7814  C4 1.105
12 H 1.7851 2.7463 -0.4115  C4 1.088
13 H -0.8108 -2.1508 -0.9292  O15 0.998
14 O -1.3841 -0.3883 -0.5396  C1 1.438, C2 1.389
15 O 0.0979 -2.4434 -0.6383  C5 1.330, H13 0.998
16 S 2.3205 -1.4813 0.2707  C5 1.626

Computed properties:
HOMO level ... -8.629 eV
Total charge ... 0

---

*B*
Molecular formula: C5H8O2S
Method: DFT, ωB97M-V/def2-TZVPD

Bonds (Å) are listed after each position.
Positions of all 16 atoms, in Å:
1 C 0.6919 0.9335 1.3728  C2 1.466, H6 1.212, O14 1.502
2 C 1.4805 0.0588 0.5003  C1 1.466, H7 1.104, O15 1.503, S16 1.880
3 C -0.6063 -1.3140 0.3701  C4 1.646, H8 1.249, H9 1.206, S16 1.898
4 C -0.8869 -0.6812 -1.1234  C3 1.646, C5 1.635, H10 1.163, H11 1.258
5 C -0.1161 0.7590 -1.1937  C4 1.635, H12 1.140, H13 1.064, O15 1.393
6 H 1.1039 2.0730 1.3938  C1 1.212
7 H 2.4479 0.4685 0.8401  C2 1.104
8 H -0.8923 -0.6535 1.3907  C3 1.249
9 H -1.4927 -2.1237 0.4834  C3 1.206
10 H -0.7726 -1.4228 -2.0117  C4 1.163
11 H -2.1202 -0.4579 -1.0094  C4 1.258
12 H -0.6466 1.5546 -0.5740  C5 1.140
13 H 0.0455 1.2096 -2.1437  C5 1.064
14 O -0.6660 0.5939 1.9165  C1 1.502
15 O 1.2124 0.8039 -0.7775  C2 1.503, C5 1.393
16 S 1.2176 -1.8017 0.5656  C2 1.880, C3 1.898

Computed properties:
HOMO level ... -8.390 eV
Total charge ... 0

---

Most stable structure: *A*

---

*A*
Molecular formula: H2NO3S
Method: DFT, ωB97M-V/def2-TZVPD

Bonds (Å) are listed after each position.
Positions of all 7 atoms, in Å:
1 N -0.4211 -0.3072 0.4613  O4 1.473, S5 1.972, H6 1.010
2 O -1.7113 1.7552 1.8963  S5 1.508
3 O -0.0829 2.1799 0.0135  S5 1.504
4 O 0.8438 -0.1016 -0.2650  N1 1.473, H7 1.056
5 S -1.3154 1.4506 0.4737  N1 1.972, O2 1.508, O3 1.504
6 H -0.7909 -1.0322 -0.1366  N1 1.010
7 H 0.7807 0.9493 -0.1863  O4 1.056

Computed properties:
HOMO level ... -3.389 eV
Total charge ... -1

---

*B*
Molecular formula: H2NO3S
Method: DFT, ωB97M-V/def2-TZVPD

Bonds (Å) are listed after each position.
Positions of all 7 atoms, in Å:
1 N -0.7369 -0.5451 0.0451  H6 0.949, H7 1.045
2 O 3.6026 -0.0853 1.4018  S5 1.446
3 O 3.9638 -1.2246 -0.7167  S5 1.457
4 O 4.3120 1.2877 -0.5337  S5 1.453
5 S 3.7549 0.0437 -0.0302  O2 1.446, O3 1.457, O4 1.453
6 H -0.4776 -1.4080 -0.2538  N1 0.949
7 H -0.1742 -0.4810 0.9236  N1 1.045

Computed properties:
HOMO level (alpha / beta) ... -5.308 / -2.304 eV
Total charge ... -1

---

Most stable structure: *A*

---

*A*
Molecular formula: C6H11NO5
Method: DFT, ωB97M-V/def2-TZVPD

Bonds (Å) are listed after each position.
Positions of all 23 atoms, in Å:
1 C 1.2278 -0.0246 -0.7678  C2 1.564, C3 1.486, H13 1.083, H14 1.114
2 C 0.1145 -0.8935 -1.4398  C1 1.564, C4 1.572, H15 1.066, H16 1.143
3 C 1.0714 -0.0997 0.7085  C1 1.486, C5 1.505, H17 1.076, H18 1.080
4 C -1.2795 -0.2176 -1.1718  C2 1.572, C6 1.749, N7 1.403, H19 1.134
5 C -0.2020 0.5893 1.1177  C3 1.505, C6 1.534, O9 1.443, O10 1.384
6 C -1.4358 -0.1383 0.5687  C4 1.749, C5 1.534, O11 1.305, O12 1.329
7 N -2.3869 -0.9967 -1.5388  C4 1.403, O8 1.257
8 O -2.2032 -2.2254 -1.3496  N7 1.257
9 O -0.3138 1.9459 0.6398  C5 1.443, H20 0.914
10 O -0.2361 0.5344 2.5007  C5 1.384, H21 0.914
11 O -2.4775 0.6060 0.8212  C6 1.305, H22 1.025
12 O -1.5201 -1.3588 1.0884  C6 1.329, H23 1.077
13 H 2.2161 -0.3833 -1.0262  C1 1.083
14 H 1.1901 0.9915 -1.2227  C1 1.114
15 H 0.2595 -1.2105 -2.4474  C2 1.066
16 H 0.3024 -1.8543 -0.8493  C2 1.143
17 H 0.8753 -1.0785 1.1113  C3 1.076
18 H 1.8497 0.3472 1.3094  C3 1.080
19 H -1.4692 0.8566 -1.4805  C4 1.134
20 H 0.5102 2.3337 0.7152  O9 0.914
21 H -1.0962 0.5916 2.8055  O10 0.914
22 H -2.1581 1.5613 0.6335  O11 1.025
23 H -1.7362 -2.0286 0.2734  O12 1.077

Computed properties:
HOMO level (alpha / beta) ... -9.306 / -9.308 eV
Total charge ... 0

---

*B*
Molecular formula: C6H11NO5
Method: DFT, ωB97M-V/def2-TZVPD

Bonds (Å) are listed after each position.
Positions of all 23 atoms, in Å:
1 C 3.0639 2.1659 1.2715  C2 1.519, H13 1.091, H14 1.094, H15 1.095
2 C 2.2690 0.9506 0.8253  C1 1.519, C3 1.505, H16 1.087, H17 1.104
3 C 1.2737 1.2696 -0.2582  C2 1.505, C4 1.452, H18 1.107, H19 1.104
4 C 0.5342 0.0739 -0.6196  C3 1.452, O5 1.339, O9 1.268
5 O -0.5340 0.2321 -1.4106  C4 1.339, C6 1.419
6 C -0.7790 -0.8834 -2.2532  O5 1.419, O7 1.212, C8 1.467
7 O 0.0567 -1.7490 -2.4025  C6 1.212
8 C -2.0540 -0.7515 -2.9669  C6 1.467, H21 1.083, H22 1.100, H23 1.087
9 O 0.8659 -1.0659 -0.1747  C4 1.268, H20 1.038
10 O -1.4647 0.9055 1.3178  N11 1.243
11 N -1.2618 0.3695 2.4208  O10 1.243, O12 1.243
12 O -0.1237 0.1284 2.8598  N11 1.243
13 H 3.7352 1.8500 2.0712  C1 1.091
14 H 3.6632 2.5457 0.4391  C1 1.094
15 H 2.4092 2.9510 1.6630  C1 1.095
16 H 2.9332 0.1988 0.4066  C2 1.087
17 H 1.7078 0.5494 1.6876  C2 1.104
18 H 0.5480 2.0291 0.0918  C3 1.107
19 H 1.7644 1.6911 -1.1525  C3 1.104
20 H 0.8469 -1.7261 -0.9749  O9 1.038
21 H -2.2261 0.2801 -3.2468  C8 1.083
22 H -2.0664 -1.3816 -3.8688  C8 1.100
23 H -2.8926 -1.0719 -2.3532  C8 1.087

Computed properties:
HOMO level (alpha / beta) ... -6.477 / -6.475 eV
Total charge ... 0

---

Most stable structure: *A*